The following is a quantum chemistry calculation of a gas-phase ion, C4H9NO2 (charge +1) in a non-equilibrium geometry, from OMol25.

Summary:
Strongest force on any atom: 0.096 Eh/bohr
DFT total energy: -362.62245 hartree
M: 103.12 g/mol
HOMO-LUMO gap (alpha / beta): 10.29 / 6.11 eV

ORCA input file:
```
! wB97M-V def2-TZVPD RIJCOSX def2/J DEFGRID3
* xyz 1 2
C 0.35534 1.78964 1.03562
N 1.04330 0.91957 0.15479
C 0.39125 -0.29309 -0.58119
C 0.10397 -1.40145 0.37820
O -0.58186 -2.40585 -0.11040
C -0.93798 -0.06716 -1.31903
O -1.42499 -0.84573 -2.16759
H 0.27701 2.88024 0.88849
H 0.77328 1.52100 2.11323
H -0.71736 1.39289 1.11819
H 1.63775 1.46371 -0.56077
H 1.17810 -0.76955 -1.21349
H 1.09977 -1.75278 0.72644
H -0.40132 -0.81865 1.23991
H -1.09340 -2.30266 -0.88550
H -1.70283 0.68985 -0.81689
*
```

natural (NBO) atomic charge list, values in e, 2 entries: -0.5071 -0.1725